1.
C5H10N3O3 | ωB97M-V/def2-TZVPD

Geometry as ORCA input:
```
! wB97M-V def2-TZVPD RIJCOSX def2/J DEFGRID3
* xyz -1 1
N 1.64 1.22 -1.05
H 2.21 -2.11 -1.54
C 1.90 -0.05 -1.40
O 1.17 -2.15 -1.19
H -1.77 -0.28 -1.46
H -2.09 0.16 0.39
C 0.34 -0.85 1.26
H -1.69 -1.42 -0.10
H -0.27 -1.74 1.49
C -1.56 -0.42 -0.32
O 2.90 -0.51 -1.92
H 2.31 1.96 -0.95
H 1.46 -1.06 1.16
H 0.01 -0.13 2.11
N 0.73 -0.80 -1.24
H 1.03 1.68 1.49
O -0.81 2.67 1.26
H -0.60 1.57 -0.85
C -0.02 -0.32 -0.16
C 0.31 1.24 -0.32
N 0.41 2.15 0.78
*
```

Output
electronic energy	-586.39906	hartree
E_LUMO	3.48	eV
energy relative to the best compared isomer or geometry (same formula, charge and spin)	1.063	eV
Kohn-Sham gap	5.4	eV
largest force on an atom	0.07997	hartree/bohr

=====

2.
C30H59FN2O6P2 | ωB97M-V/def2-TZVPD

Geometry as ORCA input:
```
! wB97M-V def2-TZVPD RIJCOSX def2/J DEFGRID3
* xyz 0 1
H -4.91 6.46 -0.35
H 2.30 3.03 0.91
O 1.15 1.00 0.39
H 0.85 -1.85 -5.46
N -2.96 5.29 3.50
C -0.66 -4.02 0.15
H 4.39 -5.66 1.91
C -3.31 -0.02 -1.90
P 0.73 5.00 0.70
H -5.43 2.51 -1.58
H -5.22 8.57 0.89
C -0.96 -0.97 -4.84
H -4.78 1.44 -0.35
H -0.88 -0.66 0.12
C 7.61 -2.59 1.35
C -3.60 5.25 2.55
H 7.43 -0.52 1.94
H 0.30 -3.49 0.08
H -2.13 -2.53 -0.40
H 1.15 -4.23 -3.43
C -2.18 -1.12 -3.93
H 4.79 -4.93 3.45
C 0.64 2.50 2.18
H -0.96 -2.62 2.38
C -5.17 7.63 1.43
H 2.82 -3.61 1.57
C 3.82 -3.62 2.02
C -4.51 2.12 -1.15
H -4.13 -0.70 -2.11
H 0.02 4.91 -1.46
H -0.05 -5.57 -1.18
H 0.45 -1.52 0.91
H 3.13 -5.38 3.08
C -1.81 -3.10 0.47
H -1.52 -1.17 -1.86
H -0.55 -4.75 0.95
C 6.91 -1.45 2.07
C -4.42 6.58 0.62
H 7.23 -3.53 1.74
O 4.75 -0.35 3.76
H -4.67 7.82 2.39
H -6.19 7.30 1.64
H -0.20 -0.39 3.05
H -3.40 6.93 0.42
H 4.53 -3.48 1.22
H 2.74 1.23 3.01
N 0.89 5.18 -1.00
C 0.10 -2.07 -4.70
C -1.48 -2.10 1.58
H -3.16 -0.05 -0.82
H -2.40 -1.63 1.93
H -1.09 5.35 1.69
C -4.36 5.22 1.30
H -3.90 4.49 0.64
H -1.82 -5.28 -1.16
H 1.36 -3.57 -1.81
C -0.50 -1.02 1.06
H -5.37 4.86 1.51
H 3.59 0.39 0.97
C 2.16 0.43 2.56
O 3.88 -2.57 3.01
C -2.01 -0.49 -2.55
O 5.58 -1.30 1.52
C 4.04 -4.97 2.67
H 1.84 -0.18 3.39
H 1.57 4.52 -1.36
H -0.48 0.00 -4.72
H -2.65 -3.71 0.79
H -3.98 2.97 -0.75
H -3.01 -0.59 -4.41
O -0.06 2.36 -1.01
C 0.69 2.21 -0.05
H -0.44 2.60 2.06
P 4.39 -1.13 2.56
C 0.75 -3.53 -2.71
H 2.58 -1.02 0.96
H 6.84 -1.71 3.12
C -3.68 1.43 -2.25
H 1.90 -1.99 -3.55
H -1.31 -1.00 -5.87
C 1.23 3.23 0.97
H -1.36 -3.11 -2.36
C -0.32 0.09 2.08
H -1.03 -4.57 -3.24
H 7.43 -2.55 0.28
C 0.84 -2.15 -3.36
O -0.90 4.92 0.85
H -4.24 1.46 -3.18
H -1.20 0.73 2.13
H -1.33 0.36 -2.64
H 0.54 -1.37 -2.66
C 0.92 1.00 1.84
C 3.09 -0.32 1.62
C -0.69 -3.96 -2.41
C -0.83 -4.81 -1.16
H -2.43 -2.17 -3.85
H -2.76 1.97 -2.35
H -0.35 -3.02 -4.99
H 8.67 -2.52 1.57
F 1.11 2.91 3.38
*
```

Output
electronic energy	-2522.12359	hartree
E_LUMO	0.57	eV
Kohn-Sham gap	9.1	eV
largest force on an atom	0.04980	hartree/bohr

=====

3.
C2H3ClSi | ωB97M-V/def2-TZVPD

Geometry as ORCA input:
```
! wB97M-V def2-TZVPD RIJCOSX def2/J DEFGRID3
* xyz 0 1
H -1.54 1.40 0.97
C 0.12 -0.87 0.20
Cl 0.47 -0.09 -2.51
H 0.08 -2.90 -0.03
H 0.82 1.68 1.43
Si -0.20 0.86 0.79
C 0.23 -0.08 -0.84
*
```

Output
electronic energy	-827.46042	hartree
E_LUMO (alpha / beta)	-1.06 / -0.61	eV
energy relative to the best compared isomer or geometry (same formula, charge and spin)	5.500	eV
Kohn-Sham gap (alpha / beta)	8.2 / 8.0	eV
largest force on an atom	0.05410	hartree/bohr

=====

4.
C3H29NO11 | ωB97M-V/def2-TZVPD

Geometry as ORCA input:
```
! wB97M-V def2-TZVPD RIJCOSX def2/J DEFGRID3
* xyz 0 1
O -2.74 -2.59 -0.42
O 0.90 1.43 2.89
O -1.93 -0.44 2.90
H 2.45 1.33 -0.36
H -1.19 1.99 -1.13
O -0.06 3.59 1.42
H -4.23 0.86 0.40
O -4.08 -0.02 0.77
O 2.77 0.36 -1.60
H 2.85 0.11 0.96
H 0.95 1.52 -4.15
H -0.13 0.71 0.68
H 0.11 3.15 2.26
H -2.65 -0.05 2.37
H 0.77 -1.45 1.53
H 1.51 1.38 2.11
O 2.43 1.74 0.57
H 1.15 0.01 -3.83
H 2.17 -0.39 -1.46
H 3.74 -1.04 0.44
C -0.68 1.06 -1.36
O -1.17 -2.87 1.81
H 1.40 1.15 3.67
C 0.66 -1.74 0.49
O 1.63 0.85 -4.02
H -3.15 -1.76 -0.17
C -0.60 0.17 -0.14
H -1.25 0.58 -2.17
O 0.39 -1.44 -3.22
H 0.53 3.20 0.78
H 1.15 -2.69 0.27
O 3.09 -0.83 1.11
H -1.59 -0.10 0.22
H 0.30 1.28 -1.77
H 0.13 -1.40 -2.27
H 2.54 0.72 -2.49
H 3.20 2.32 0.60
H -1.92 -2.31 -0.85
H -4.94 -0.36 1.05
H -1.44 -2.05 2.28
H -0.10 -2.11 -3.70
N 0.07 -1.10 -0.43
H -1.21 0.21 2.85
H -1.83 -2.98 1.09
*
```

Output
electronic energy	-1014.10851	hartree
E_LUMO	0.01	eV
energy relative to the best compared isomer or geometry (same formula, charge and spin)	1.892	eV
Kohn-Sham gap	9.8	eV
largest force on an atom	0.01528	hartree/bohr

=====

5.
C18H21NO2S | ωB97M-V/def2-TZVPD

Geometry as ORCA input:
```
! wB97M-V def2-TZVPD RIJCOSX def2/J DEFGRID3
* xyz 0 1
H 1.46 1.33 -2.12
C -4.34 -1.83 -1.99
H -5.34 -3.17 -3.31
C 3.26 -0.66 0.05
H 0.92 -1.28 0.38
C -0.33 0.08 -0.41
C -2.86 -0.25 -3.02
C 2.17 1.58 0.52
H 3.18 -0.94 1.10
C 2.00 1.30 1.98
C -3.17 -0.77 -4.26
C -3.09 -0.22 -0.53
H -4.79 -2.25 -1.10
H -2.71 -0.35 -5.15
C 2.15 0.30 -0.35
H 3.22 -1.56 -0.56
H -2.80 0.83 -0.59
H -3.88 -0.37 0.20
H 4.09 1.21 2.41
H 3.79 0.66 4.79
H 3.12 2.09 0.34
H 2.24 -0.22 -2.44
H -0.14 1.36 1.92
C -4.65 -2.35 -3.23
H 1.37 2.23 0.17
C 2.94 0.81 4.15
H 3.21 1.18 -2.00
C 3.10 1.11 2.81
H -4.30 -2.22 -5.34
C 0.56 0.89 3.87
H 4.23 -0.19 -0.10
N 0.88 -0.41 -0.14
O -0.61 1.12 -0.94
H -2.16 0.57 -2.93
C -3.45 -0.77 -1.87
C 2.27 0.67 -1.83
C 1.66 0.69 4.69
C -4.06 -1.82 -4.37
S -1.61 -1.07 0.15
C 0.73 1.19 2.53
H 0.61 0.34 6.25
O 1.54 0.38 6.01
H -0.44 0.81 4.29
*
```

Output
electronic energy	-1301.97134	hartree
E_LUMO	0.62	eV
energy relative to the best compared isomer or geometry (same formula, charge and spin)	0.000	eV
Kohn-Sham gap	9.1	eV
largest force on an atom	0.02525	hartree/bohr

=====

6.
C43H34Cl3N5O6SV | ωB97M-V/def2-TZVPD

Geometry as ORCA input:
```
! wB97M-V def2-TZVPD RIJCOSX def2/J DEFGRID3
* xyz 0 4
C -4.62 -1.72 -1.69
C 0.62 -0.70 4.95
H 1.06 3.32 2.03
H 4.60 -0.30 3.78
H -5.07 -4.71 3.09
H -7.84 -1.94 -0.69
H -3.21 -1.04 4.29
C -0.77 1.24 3.54
C -2.66 -1.77 2.35
H 1.45 0.92 6.09
H -2.33 -2.73 0.46
C 3.43 -1.03 2.14
H -3.49 -3.43 -2.58
C 2.51 0.63 0.70
C 7.18 1.39 -0.57
H 8.16 1.43 -0.12
C 2.05 -2.25 -5.68
H -0.26 1.37 0.98
C 2.09 0.16 -5.72
H 3.40 3.72 1.79
H 6.29 3.29 -0.07
C 5.17 0.68 -1.77
H -1.36 2.00 3.05
C 2.93 3.11 1.03
H 3.48 -1.11 -6.77
C -4.40 -3.89 2.88
Cl 4.02 -0.20 -2.69
C -4.21 -2.88 3.82
N -2.45 -1.62 -2.40
H -5.99 -3.37 -1.57
H 1.90 0.85 -0.17
H -0.90 2.91 -2.85
H 2.91 2.22 -1.66
H 0.21 2.65 4.83
H -0.35 -2.11 3.66
H -0.40 -3.22 -3.94
C 0.40 3.64 -1.22
O -0.92 -0.85 0.90
C -0.21 2.00 0.11
C 0.09 1.60 4.57
C -3.35 -1.83 3.56
C 0.93 -2.23 -4.84
N -4.41 -0.39 -1.52
O -2.89 0.64 0.23
C -5.86 -2.30 -1.41
H 2.20 -1.48 0.44
N -1.41 -2.00 -3.21
N -0.88 1.82 -1.00
H -7.42 0.50 -0.34
C 2.66 -0.70 1.04
C -3.71 -3.83 1.68
H 1.49 4.67 0.97
C -1.78 -0.56 2.01
O -3.42 1.15 2.33
V -2.36 0.15 -1.52
N 0.59 3.07 0.02
C -2.85 -2.78 1.41
H -4.74 -2.92 4.77
H 2.54 1.09 -6.07
C -3.48 -2.40 -2.23
C 1.48 3.58 1.06
C 3.11 1.66 1.42
C -5.41 0.36 -1.04
C -0.22 -1.06 3.91
C -0.50 2.84 -1.85
H -3.85 -4.61 0.94
C 3.79 2.79 -1.33
C -6.65 -0.15 -0.74
S 6.70 -0.01 -1.44
O 3.57 3.57 -0.16
C 1.00 0.19 -4.88
H 0.92 4.52 -1.53
C 0.41 -0.99 -4.42
H -0.39 -1.62 1.13
H 1.16 -1.47 5.50
C 6.20 2.33 -0.55
O 0.40 -3.41 -4.48
H -5.19 1.41 -0.89
Cl 4.62 2.47 3.57
C 4.01 -0.04 2.91
C 5.01 1.92 -1.24
C -2.78 0.52 1.51
C 2.62 -1.07 -6.12
C -0.94 -0.10 3.20
C -6.87 -1.51 -0.93
C -0.73 -0.90 -3.51
C 3.85 1.28 2.55
Cl 3.66 -2.69 2.57
H 3.98 3.55 -2.09
O -1.11 0.23 -3.02
C 0.79 0.64 5.28
H 2.44 -3.21 -5.98
H 0.58 1.13 -4.54
*
```

Output
electronic energy	-5107.09194	hartree
E_LUMO (alpha / beta)	-0.11 / -0.67	eV
energy relative to the best compared isomer or geometry (same formula, charge and spin)	0.860	eV
Kohn-Sham gap (alpha / beta)	6.6 / 7.4	eV
largest force on an atom	0.04231	hartree/bohr

=====

7.
C4H4N2O2 | ωB97M-V/def2-TZVPD

Geometry as ORCA input:
```
! wB97M-V def2-TZVPD RIJCOSX def2/J DEFGRID3
* xyz 0 1
H 1.76 -1.48 0.87
H -0.09 -1.94 -0.83
C -0.62 -1.06 -0.47
O 2.18 1.02 -0.69
C 1.64 0.13 -0.17
O 2.31 -0.82 0.47
C -1.86 0.59 0.14
H -0.27 2.06 0.53
C -0.62 1.08 0.28
N 0.21 0.03 -0.12
N -1.82 -0.70 -0.35
H -2.81 1.10 0.35
*
```

Output
electronic energy	-414.81645	hartree
E_LUMO	0.41	eV
energy relative to the best compared isomer or geometry (same formula, charge and spin)	0.809	eV
Kohn-Sham gap	10.1	eV
largest force on an atom	0.07398	hartree/bohr

=====

8.
C12H36AlO16SY | ωB97M-V/def2-TZVPD

Geometry as ORCA input:
```
! wB97M-V def2-TZVPD RIJCOSX def2/J DEFGRID3
* xyz 3 2
H -1.92 -2.28 1.19
C 1.51 1.79 -3.82
C -1.60 -0.14 3.66
H 1.50 0.67 3.42
H 4.97 -2.78 -0.61
O 0.60 0.69 0.21
C -2.17 3.78 -0.72
C -1.92 0.07 5.14
H -1.61 4.52 -0.17
C 2.43 0.87 2.89
H -2.75 -3.22 2.47
H -2.76 2.95 0.92
O -1.73 0.06 0.36
O -0.11 -1.51 -0.49
O -0.70 1.73 -4.86
H -4.25 -3.21 0.51
O 2.54 0.05 1.77
H 4.76 -3.36 -2.25
C -1.30 3.43 -1.83
H -1.21 -4.68 2.33
O -2.59 2.64 0.03
H -2.75 -0.58 5.43
H 0.95 2.01 1.22
O -2.02 2.61 -2.76
Y -3.05 0.87 -1.40
C 2.42 2.36 2.48
O 3.40 -4.04 -0.90
H 3.24 -1.36 -0.45
H 3.15 0.65 3.68
C 0.65 1.51 -5.03
H -0.99 0.68 3.29
Al 0.43 -4.14 -1.16
H -1.42 2.38 -3.47
O -2.74 -0.12 2.88
C 3.51 -1.70 -1.45
H -1.22 1.11 -5.39
O 2.31 -1.86 -2.20
H -1.12 -1.08 3.40
H 2.05 -0.97 -2.46
H -2.89 -2.88 -1.44
O -0.84 0.42 -1.69
H 2.43 2.98 3.37
H -0.92 4.26 -2.43
H 0.97 2.16 -5.85
O -1.28 -4.23 1.49
O -2.68 -3.68 -0.95
H -2.42 -0.11 1.98
O -0.79 -0.26 5.88
H 3.92 -4.72 -0.46
H -2.24 1.11 5.24
H 2.58 1.87 -3.97
C 4.23 -2.96 -1.38
H -0.33 0.59 5.93
S -0.46 -0.11 -0.36
H 0.78 0.49 -5.41
O 1.46 0.77 -2.89
H -3.00 4.39 -1.08
H 0.72 0.84 -2.29
H 3.36 2.54 1.95
C -2.32 -3.26 1.47
H 1.91 0.43 1.15
O 1.27 2.74 1.77
H -3.46 -4.76 0.50
H 4.05 -0.90 -1.95
H -0.42 2.91 -1.45
H 1.16 2.69 -3.31
C -3.28 -3.69 0.37
*
```

Output
electronic energy	-2360.51704	hartree
E_LUMO (alpha / beta)	-11.12 / -13.12	eV
Kohn-Sham gap (alpha / beta)	5.8 / 3.8	eV
largest force on an atom	0.09826	hartree/bohr

=====

9.
C4H12N2O2 | ωB97M-V/def2-TZVPD

Geometry as ORCA input:
```
! wB97M-V def2-TZVPD RIJCOSX def2/J DEFGRID3
* xyz 0 1
N -2.31 0.04 1.10
C -1.39 0.55 0.10
H -2.31 -1.48 2.40
C 1.17 0.94 -1.83
H 2.19 1.16 -2.18
H 0.65 1.90 -1.74
H -1.29 -1.64 1.16
H -2.52 0.79 1.75
C 1.31 0.30 -0.50
H -0.09 0.61 1.64
O -0.89 -0.34 -0.70
H 1.31 -1.50 0.64
C 1.58 -1.15 -0.36
H 2.67 -1.28 -0.45
H 0.64 0.31 -2.54
O -0.16 1.18 0.85
H 1.83 0.91 0.21
H -1.86 1.45 -0.34
N -1.59 -0.99 1.88
H 1.06 -1.75 -1.10
*
```

Output
electronic energy	-419.44864	hartree
E_LUMO	-0.05	eV
energy relative to the best compared isomer or geometry (same formula, charge and spin)	5.438	eV
Kohn-Sham gap	8.2	eV
largest force on an atom	0.00855	hartree/bohr

=====

10.
C20H26N2O3 | ωB97M-V/def2-TZVPD

Geometry as ORCA input:
```
! wB97M-V def2-TZVPD RIJCOSX def2/J DEFGRID3
* xyz 0 1
O 0.20 -2.87 0.61
H 2.96 -0.57 0.14
H 1.28 -0.16 3.10
C 1.96 -0.97 -0.04
N 1.64 1.32 -3.00
H -0.48 0.98 1.31
C -0.59 -3.76 4.21
C -0.04 1.98 3.16
C -0.18 1.98 -4.43
H 2.26 1.91 -3.54
H -2.87 3.32 -5.59
C -1.88 0.36 -2.95
H -0.87 -0.86 2.87
C -2.36 1.08 -4.01
H 0.02 -4.63 4.43
H -0.90 -4.51 2.19
H 2.05 -2.03 -0.33
H -2.49 1.98 -6.66
H -0.70 2.83 2.98
C 1.05 2.45 0.96
N 1.18 -0.93 1.18
H 0.49 2.60 -5.00
H -3.41 1.01 -4.28
C -0.54 -1.89 2.67
C 0.03 -0.30 -1.50
C 2.24 0.65 -1.95
H 2.40 0.54 1.94
C 1.38 0.19 2.07
H 0.83 2.34 3.72
H -0.62 -0.95 -0.93
C -0.53 0.43 -2.59
C -1.52 1.90 -4.77
H 0.35 -1.84 4.68
H -1.22 -3.55 5.07
H 0.32 3.22 0.72
H -2.54 -0.28 -2.37
C 1.34 -0.21 -1.18
C -1.45 -3.96 2.96
H -2.41 -4.44 3.15
C 0.40 1.37 1.83
H 1.42 2.03 0.04
O 3.43 0.80 -1.72
C 0.32 1.25 -3.35
H 1.88 2.91 1.49
C -2.07 2.67 -5.92
H -0.57 1.26 3.77
C 0.30 -1.94 1.39
C 0.25 -2.53 3.84
O -1.72 -2.64 2.51
H -1.30 3.27 -6.40
H 1.24 -2.82 3.51
*
```

Output
electronic energy	-1112.99156	hartree
E_LUMO	0.36	eV
energy relative to the best compared isomer or geometry (same formula, charge and spin)	1.313	eV
Kohn-Sham gap	8.6	eV
largest force on an atom	0.01315	hartree/bohr

=====

11.
CH4N2O | ωB97M-V/def2-TZVPD

Geometry as ORCA input:
```
! wB97M-V def2-TZVPD RIJCOSX def2/J DEFGRID3
* xyz 0 1
N -0.34 0.08 0.39
H 1.72 0.40 0.50
H -0.68 -0.35 1.23
H 0.86 0.35 -1.21
N -1.25 0.44 -0.41
H 1.14 -1.12 -0.20
O -2.42 0.23 -0.13
C 0.98 -0.02 -0.17
*
```

Output
electronic energy	-225.16121	hartree
E_LUMO	0.99	eV
energy relative to the best compared isomer or geometry (same formula, charge and spin)	3.559	eV
Kohn-Sham gap	10.1	eV
largest force on an atom	0.06344	hartree/bohr

=====

> Which of these has the lowest largest force on an atom?

C4H12N2O2

=====

> What is the largest force on an atom in the sixth record?

0.04231 hartree/bohr

=====

> Look up the largest force on an atom of the first one.

0.07997 hartree/bohr

=====

> Look up the electronic energy of the fourth one.

-1014.10851 hartree